1.
Density functional theory data (wB97M-V/def2-TZVPD) for a molecular structure, C36H28AsIrN3O5S2 at a distorted geometry.

CARTESIAN COORDINATES (ANGSTROEM)
Ir1 0.16350 0.87715 0.50484
O1 -2.17698 1.00784 6.04562
C1 -1.83153 1.04223 4.76313
C2 -1.33576 2.18512 4.12476
C3 -0.95911 2.09445 2.80067
N1 -1.04094 0.95437 2.10724
C4 -1.59299 -0.11669 2.68428
C5 -1.98752 -0.12421 4.00075
C6 -1.80480 -1.30608 1.72818
O2 -2.51572 -2.22242 2.07965
O3 -1.21668 -1.16519 0.61329
C7 -0.42971 3.30304 1.99907
O4 -0.43905 4.39633 2.51240
O5 -0.04004 3.00111 0.81871
H1 -2.06266 1.86303 6.48529
H2 -1.24607 3.13747 4.63030
H3 -2.41515 -1.01919 4.42326
S1 0.44936 -3.45387 4.29044
C8 0.93444 -4.72568 5.31677
C9 2.24382 -5.08927 5.12619
C10 2.88060 -4.33317 4.14348
C11 2.05217 -3.37262 3.58075
C12 2.34785 -2.41443 2.57464
C13 1.33563 -1.53411 2.15206
N2 1.49062 -0.64435 1.20841
C14 2.70186 -0.55840 0.56330
C15 3.81692 -1.35919 0.96868
C16 5.05413 -1.13095 0.27929
C17 5.15615 -0.23469 -0.72643
C18 4.03532 0.55134 -1.15851
C19 4.08582 1.50262 -2.14990
C20 2.92933 2.28284 -2.44160
C21 1.74960 1.99517 -1.74250
N3 1.65926 1.06063 -0.81607
C22 2.79898 0.35051 -0.47557
C23 2.98792 3.34755 -3.38104
C24 1.97982 4.21271 -3.78673
C25 2.41601 5.16663 -4.70552
C26 3.74921 5.04529 -5.00896
S2 4.49276 3.75324 -4.17909
C27 3.62757 -2.28346 1.97202
H4 0.22639 -5.13611 6.00828
H5 2.72494 -5.87146 5.68333
H6 3.90525 -4.48288 3.85595
H7 0.36472 -1.59029 2.62297
H8 5.91360 -1.70262 0.59598
H9 6.10102 -0.08224 -1.22650
H10 4.99599 1.68173 -2.69880
H11 0.84888 2.56935 -1.91949
H12 0.97154 4.16429 -3.42016
H13 1.78497 5.92542 -5.13194
H14 4.32920 5.64678 -5.68070
H15 4.44173 -2.90636 2.30581
C28 -1.85706 1.75445 -3.02244
As1 -1.62538 0.57762 -1.45449
C29 -1.02590 -1.03388 -2.37339
C30 -3.53580 0.32983 -0.92392
C31 -4.28074 -0.64370 -1.77472
C32 -5.26720 -0.23280 -2.66981
C33 -6.00193 -1.16659 -3.38244
C34 -5.74713 -2.52087 -3.23135
C35 -4.77670 -2.93833 -2.33264
C36 -4.05049 -2.01011 -1.61169
H16 -2.58965 1.29970 -3.69199
H17 -0.91688 1.86638 -3.55864
H18 -2.21548 2.73721 -2.72278
H19 -1.81416 -1.41165 -3.02517
H20 -0.76678 -1.78755 -1.63402
H21 -0.14591 -0.79081 -2.97085
H22 -3.99138 1.32377 -0.96442
H23 -3.52923 -0.01519 0.10969
H24 -5.50038 0.81911 -2.77557
H25 -6.79146 -0.84079 -4.04261
H26 -6.30154 -3.24626 -3.80895
H27 -4.59926 -3.99217 -2.17608
H28 -3.32175 -2.33568 -0.88203

The calculation puts the frontier orbital gap (alpha / beta) at 6.374 / 5.923 eV. The total energy is -5065.456191 Eh. The calculation puts the lowest unoccupied orbital energy (alpha / beta) at -4.093 / -4.539 eV. The energy relative to the best compared isomer or geometry (same formula, charge and spin) is 75.2 kcal/mol. The HOMO energy (alpha / beta) comes out at -10.47 / -10.46 eV. Its total charge is +1.

2.
Density functional theory data (wB97M-V/def2-TZVPD) for a molecular structure, C36H28BBrF3N5O9S2Zn.

CARTESIAN COORDINATES (ANGSTROEM)
Zn1 0.46049 -0.18499 0.50559
Br1 -5.04428 -5.01018 1.91295
C1 -3.71544 -3.64742 1.98962
C2 -2.91304 -3.52513 3.13863
C3 -1.95996 -2.54939 3.21054
C4 -1.69803 -1.64485 2.12531
O1 -0.75914 -0.79789 2.20581
C5 -2.54123 -1.79947 0.97475
C6 -2.43065 -0.96768 -0.19141
N1 -1.49288 -0.12868 -0.44815
C7 -1.56705 0.57901 -1.67141
C8 -1.53598 -0.05462 -2.88029
C9 -1.45077 0.68263 -4.08234
C10 -1.38843 2.04312 -4.05794
C11 -1.45742 2.73225 -2.82095
C12 -1.41292 4.14166 -2.72264
C13 -1.52076 4.73103 -1.49982
C14 -1.69380 3.90530 -0.36440
N2 -1.72977 2.60396 -0.40863
C15 -1.57642 2.00598 -1.61930
C16 -3.54085 -2.79002 0.94175
H1 -3.05089 -4.21554 3.96161
H2 -1.32823 -2.45534 4.08473
H3 -3.24509 -1.06934 -0.91856
H4 -1.48095 -1.13568 -2.90449
H5 -1.38663 0.14879 -5.02196
H6 -1.28295 2.61295 -4.97366
H7 -1.29169 4.73245 -3.62392
H8 -1.48300 5.80655 -1.38203
H9 -1.78728 4.35872 0.61844
H10 -4.16329 -2.87536 0.05746
C17 2.59696 7.94355 1.13365
C18 3.85731 7.08071 0.98377
C19 4.95047 7.68339 1.86535
C20 4.33432 7.14047 -0.47407
C21 3.53800 5.63136 1.35592
C22 4.19257 4.95917 2.38398
C23 3.91609 3.62219 2.70254
C24 2.95857 2.98174 1.95744
O2 2.50758 1.70111 2.03413
B1 1.51855 1.54383 1.02039
O3 1.40014 2.79807 0.36047
C25 2.29078 3.64314 0.93726
C26 2.55614 4.95056 0.61601
H11 2.81279 8.98252 0.86717
H12 2.23276 7.91868 2.16270
H13 1.79266 7.58982 0.48758
H14 5.14178 8.71298 1.55259
H15 5.88691 7.12897 1.78200
H16 4.65711 7.70048 2.91688
H17 4.56839 8.17109 -0.75725
H18 3.57315 6.76631 -1.15909
H19 5.22881 6.53062 -0.61238
H20 4.95196 5.46843 2.96087
H21 4.44346 3.11153 3.49710
H22 2.02288 5.41982 -0.20128
O4 2.14087 -8.11293 4.53709
S1 1.29230 -9.11321 3.92153
O5 1.94947 -9.94249 2.92254
O6 0.44053 -9.83888 4.84403
C27 0.12898 -8.14346 2.90097
N3 -1.06084 -8.68839 2.63992
C28 -1.88259 -7.97016 1.88684
C29 -1.54671 -6.73240 1.36934
C30 -0.27814 -6.26780 1.68414
N4 0.55358 -6.96157 2.45679
C31 0.17867 -4.92806 1.22380
C32 -0.24224 -4.38525 0.01949
C33 0.09901 -3.07662 -0.28336
N5 0.78866 -2.30411 0.54907
C34 1.26197 -2.85132 1.67482
C35 1.00040 -4.15579 2.03943
H23 -2.86448 -8.39455 1.69646
H24 -2.25162 -6.14684 0.79591
H25 -0.84579 -4.95659 -0.67338
H26 -0.20679 -2.60922 -1.21190
H27 1.83341 -2.19546 2.31837
H28 1.38762 -4.57185 2.95938
F1 4.38525 -1.43658 -3.40023
C36 3.05629 -1.36742 -3.21962
F2 2.51654 -0.91900 -4.36763
F3 2.60699 -2.61668 -3.02735
S2 2.64854 -0.27147 -1.80272
O7 3.34958 -0.87289 -0.69557
O8 3.08862 1.03043 -2.23220
O9 1.18704 -0.42419 -1.73436

The calculation puts the frontier orbital gap at 7.025 eV. The total energy is -7814.086595 Eh. The calculation puts the lowest unoccupied orbital energy at 3.321 eV. The energy relative to the best compared isomer or geometry (same formula, charge and spin) is 0.0 kcal/mol. The HOMO energy comes out at -3.70 eV. Its total charge is -2.

3.
Density functional theory data (wB97M-V/def2-TZVPD) for a molecular structure, C36H28GeMnN2O7Se.

CARTESIAN COORDINATES (ANGSTROEM)
Mn1 0.63597 -1.36835 0.42575
C1 4.12311 -3.24385 -0.95970
C2 3.04726 -2.85827 0.02637
O1 2.12991 -2.12299 -0.45753
C3 3.10453 -3.31232 1.32955
C4 2.08837 -3.08969 2.31426
C5 2.19280 -3.79951 3.63573
N1 1.08912 -2.30236 2.10620
N2 0.13743 -2.19124 3.13341
C6 -0.87849 -1.53085 2.67522
O2 -0.99247 -1.04954 1.48937
C7 -2.02716 -1.29367 3.60592
C8 -3.08972 -0.50344 3.18124
C9 -4.16270 -0.25135 4.03164
C10 -4.18360 -0.79227 5.31096
C11 -3.12409 -1.58790 5.73494
C12 -2.05391 -1.83890 4.88738
H1 3.99680 -2.66054 -1.87077
H2 4.05183 -4.30664 -1.20466
H3 5.11452 -3.05418 -0.54126
H4 3.93694 -3.94778 1.60522
H5 3.10005 -4.40270 3.66895
H6 1.32205 -4.43946 3.78471
H7 2.19607 -3.07863 4.45488
H8 -3.05616 -0.10387 2.17390
H9 -4.98574 0.36618 3.69025
H10 -5.01755 -0.59476 5.97554
H11 -3.13556 -2.01794 6.73075
H12 -1.21940 -2.45589 5.19999
O3 -2.57216 -3.71215 -4.21546
C13 -1.87591 -3.28951 -3.32322
C14 -1.55003 -4.01051 -2.02427
O4 -1.85322 -5.15089 -1.74435
C15 -0.80139 -3.02575 -1.22757
C16 -0.64582 -1.82769 -1.95619
O5 -0.04563 -0.83748 -1.39130
C17 -1.18028 -1.94641 -3.29691
O6 -1.12238 -1.16179 -4.23929
O7 -0.33657 -3.12317 -0.05704
C18 0.68351 0.73321 0.64267
Ge1 0.34019 1.73144 -0.97236
C19 0.56433 3.63490 -0.44850
C20 0.21736 4.64481 -1.35367
C21 0.32455 5.98867 -1.01395
C22 0.78150 6.35219 0.25010
C23 1.13133 5.36582 1.16309
C24 1.02397 4.02002 0.81412
C25 -1.57327 1.65352 -1.35961
C26 -2.42792 1.93178 -0.28964
C27 -3.80552 1.80818 -0.42434
C28 -4.35128 1.39609 -1.63614
C29 -3.51327 1.11849 -2.70903
C30 -2.13528 1.24788 -2.57015
C31 1.66494 1.49642 -2.37380
C32 1.48236 0.70212 -3.50758
C33 2.51546 0.53477 -4.42304
C34 3.74621 1.14690 -4.21205
C35 3.93969 1.93688 -3.08543
C36 2.90238 2.11224 -2.17495
H13 0.03687 1.04277 1.45191
H14 -0.14684 4.37560 -2.34289
H15 0.05097 6.75448 -1.73193
H16 0.86229 7.39972 0.52045
H17 1.48917 5.64263 2.14985
H18 1.31455 3.25542 1.53067
H19 -2.01522 2.24631 0.66413
H20 -4.45366 2.01500 0.42067
H21 -5.42285 1.26755 -1.73460
H22 -3.92547 0.76932 -3.64926
H23 -1.49883 0.98174 -3.40675
H24 0.54939 0.17103 -3.66737
H25 2.35935 -0.09643 -5.29150
H26 4.55582 0.99954 -4.91824
H27 4.90067 2.40734 -2.90618
H28 3.06270 2.73177 -1.30003
Se1 2.41303 0.39790 1.23271

The calculation puts the frontier orbital gap (alpha / beta) at 6.268 / 6.328 eV. The total energy is -7654.281169 Eh. The calculation puts the lowest unoccupied orbital energy (alpha / beta) at 4.325 / 4.357 eV. The energy relative to the best compared isomer or geometry (same formula, charge and spin) is 0.0 kcal/mol. The HOMO energy (alpha / beta) comes out at -1.94 / -1.97 eV. Its total charge is -2. The spin multiplicity is 2.